A | Entry from the Open Molecules 2025 dataset: the molecule C3H8N2O2S (wB97M-V/def2-TZVPD).

Values from the calculation:
- gap between HOMO and LUMO (eV) = 9.45
- spin multiplicity = 1

Each line ends with the Löwdin charge.
Geometry (Å):
C -1.19 -0.31 0.95  -0.148
C -1.13 -1.44 -0.10  -0.078
C -0.63 1.04 -1.18  -0.265
N -1.43 0.01 -0.41  -0.123
N 2.35 -0.28 0.43  -0.222
O 1.29 1.63 1.79  -0.467
O 0.72 1.36 -1.01  -0.371
S 1.83 1.35 0.44  0.959
H -2.07 -0.36 1.61  0.111
H -0.37 0.21 1.27  0.018
H -0.21 -1.80 -0.49  0.061
H -1.94 -2.18 -0.23  0.096
H -1.35 1.83 -1.23  0.101
H -0.72 0.55 -2.23  0.147
H 1.97 -1.11 0.91  0.065
H 2.89 -0.50 -0.52  0.118

=====

B | Entry from the Open Molecules 2025 dataset: the molecule C3H8N2O2S (wB97M-V/def2-TZVPD).

Values from the calculation:
- gap between HOMO and LUMO (eV) = 9.13
- spin multiplicity = 1

Each line ends with the Löwdin charge.
Geometry (Å):
C 0.75 -0.01 -0.60  -0.476
C -1.64 0.96 -0.56  -0.066
C -0.39 0.63 0.12  -0.593
N 1.87 -0.32 0.16  0.083
N 0.56 -0.23 -1.86  0.150
O 0.17 -1.36 2.05  -0.629
O 0.03 1.44 1.13  -0.035
S -1.02 -0.98 1.38  0.882
H -1.40 1.78 -1.22  0.094
H -1.86 0.10 -1.10  0.054
H -2.41 1.24 0.25  0.124
H -1.24 -2.03 0.38  0.011
H 1.64 -0.83 1.10  0.105
H 2.56 -0.90 -0.35  0.117
H 1.01 1.10 1.36  0.160
H 1.38 -0.60 -2.24  0.019

=====

Result of the stability comparison: B is the most stable of them.

=====

A | Entry from the Open Molecules 2025 dataset: the ion C4H11N2O with charge +2 (wB97M-V/def2-TZVPD).

Values from the calculation:
- gap between HOMO and LUMO (alpha / beta) (eV) = 13.01 / 7.88
- spin multiplicity = 2
- total charge = +2

Each line ends with the Löwdin charge.
Geometry (Å):
O 1.10 0.08 -1.66  0.375
C 1.21 0.22 -0.43  -0.295
N 2.39 0.17 0.15  0.316
C -0.14 0.28 0.40  -0.165
N -1.26 -0.29 -0.45  0.059
C -2.63 0.20 -0.02  0.070
C 0.06 -0.53 1.66  0.003
H 3.18 -0.02 -0.48  0.188
H 2.58 0.69 1.00  0.181
H -0.39 1.30 0.67  0.180
H -1.06 -0.15 -1.44  0.175
H -1.21 -1.31 -0.29  0.195
H -2.84 1.18 -0.44  0.126
H -3.35 -0.49 -0.46  0.127
H -2.66 0.10 1.06  0.110
H -0.91 -0.49 2.18  0.114
H 0.29 -1.60 1.62  0.128
H 0.75 -0.05 2.34  0.113

=====

B | Entry from the Open Molecules 2025 dataset: a cluster of 2 separate species, C4H11N2O in total (wB97M-V/def2-TZVPD).

Values from the calculation:
- gap between HOMO and LUMO (alpha / beta) (eV) = 10.23 / 6.56
- spin multiplicity = 2
- total charge = +2

Each line ends with the Löwdin charge.
Geometry (Å):
N -2.31 0.62 0.38  0.204
C -2.85 0.67 -0.81  -0.146
N -2.25 0.42 -1.94  0.214
H -1.40 0.22 0.58  0.087
H -2.91 0.83 1.17  0.150
H -3.87 1.04 -0.83  0.176
H -2.78 0.39 -2.81  0.156
H -1.30 0.08 -1.96  0.129
O 3.84 0.15 2.03  0.424
C 3.06 0.23 1.14  -0.029
C 2.33 -0.94 0.51  -0.100
C 0.85 -0.60 0.29  -0.086
H 2.82 1.27 0.79  0.224
H 2.48 -1.80 1.16  0.148
H 2.85 -1.14 -0.43  0.165
H 0.41 -0.32 1.25  0.090
H 0.26 -1.40 -0.16  0.105
H 0.77 0.28 -0.36  0.087

=====

Result of the stability comparison: B is the most stable of them.